# 1
A molecular structure, C8H9NO6Pb at a distorted geometry. Source: the OMol25 dataset; level of theory: ωB97M-V/def2-TZVPD.

```
! wB97M-V def2-TZVPD RIJCOSX def2/J DEFGRID3
* xyz 2 1
Pb -0.91 -0.22 0.26
C 0.44 0.90 2.41
O 1.05 1.34 3.27
C -2.35 -0.51 2.24
O -3.06 -0.68 3.09
C 0.23 -2.03 1.08
O 0.78 -3.00 1.38
C -1.66 1.95 0.27
O -2.13 3.00 0.16
C -3.07 -1.95 -3.47
H -3.04 -0.98 -4.00
H -2.24 -2.65 -3.66
C -4.06 -2.25 -2.62
H -4.09 -3.22 -2.09
H -4.89 -1.56 -2.43
N 3.32 1.94 1.09
C 2.95 0.55 0.65
C 2.25 0.74 -0.71
O 2.90 1.16 -1.63
O 0.98 0.46 -0.79
H 3.85 2.44 0.35
H 3.90 1.94 1.93
H 2.50 2.52 1.33
H 3.90 0.06 0.42
H 2.45 0.04 1.48
*
```

Calculated values
E_LUMO, eV: -8.58
HOMO-LUMO gap, Eh: 0.22957
DFT total energy, eV: -27443.4030
Relative energy (zero: lowest compared OMol25 entry of this formula, charge and spin), kJ/mol: 259.2
Largest force on an atom, eV/A: 9.0

These are the natural (NBO) partial charges, in e, on atoms 1 to 6: atom 1 (Pb): 1.122, atom 2 (C): 0.509, atom 3 (O): -0.392, atom 4 (C): 0.483, atom 5 (O): -0.304, atom 6 (C): 0.475


# 2
C8H9NP2 in the gas phase at a distorted geometry. Source: the OMol25 dataset; level of theory: ωB97M-V/def2-TZVPD.

```
! wB97M-V def2-TZVPD RIJCOSX def2/J DEFGRID3
* xyz 0 1
C 1.76 -0.90 -1.66
C 0.56 -0.11 -1.14
C 2.20 -1.80 -0.73
C 0.03 -0.73 0.09
C 2.57 1.41 1.56
C -0.90 1.48 0.26
C -0.97 0.12 0.90
C -2.44 -0.31 0.79
N 1.85 1.53 0.64
P 0.95 -2.03 0.67
P 0.76 1.70 -0.61
H 2.15 -0.51 -2.63
H -0.13 -0.16 -2.11
H 2.96 -2.60 -0.69
H -1.54 1.74 -0.56
H -1.08 2.36 0.98
H -0.54 -0.01 1.91
H -2.50 -1.25 1.44
H -2.67 -0.45 -0.37
H -3.02 0.52 1.26
*
```

Calculated values
E_LUMO, eV: -0.14
HOMO-LUMO gap, Eh: 0.31294
DFT total energy, eV: -28506.3621
Relative energy (zero: lowest compared OMol25 entry of this formula, charge and spin), kJ/mol: 128.2
Largest force on an atom, eV/A: 3.9

These are the natural (NBO) partial charges, in e, on atoms 1 to 6: atom 1 (C): -0.189, atom 2 (C): -0.615, atom 3 (C): -0.491, atom 4 (C): -0.350, atom 5 (C): 0.352, atom 6 (C): -0.689


# 3
14 unconnected molecules or ions with the total composition C90H200N8O14 at a distorted geometry. Source: the OMol25 dataset; level of theory: ωB97M-V/def2-TZVPD.

```
! wB97M-V def2-TZVPD RIJCOSX def2/J DEFGRID3
* xyz 0 1
C 1.66 4.45 1.74
C 2.88 4.80 0.95
C 3.75 5.72 1.69
O 3.55 3.55 0.57
H 1.38 5.37 2.28
H 1.85 3.64 2.48
H 0.84 4.06 1.20
H 2.52 5.25 0.01
H 3.84 5.43 2.80
H 3.39 6.79 1.63
H 4.76 5.69 1.34
H 2.87 2.81 0.59
C -1.79 -4.40 -4.72
C -0.26 -4.54 -4.50
C 0.34 -3.20 -4.18
O 0.07 -5.55 -3.57
H -2.08 -3.65 -5.49
H -2.36 -4.13 -3.80
H -2.33 -5.25 -5.04
H 0.13 -4.89 -5.46
H 1.42 -3.25 -4.35
H 0.08 -2.83 -3.15
H -0.07 -2.52 -4.91
H 0.15 -5.21 -2.68
C -5.89 -2.40 -7.20
C -4.80 -2.75 -6.16
C -5.08 -2.06 -4.80
O -4.82 -4.17 -5.97
H -6.88 -2.64 -6.66
H -5.80 -2.93 -8.14
H -5.94 -1.31 -7.31
H -3.76 -2.59 -6.51
H -4.43 -2.43 -3.99
H -6.11 -2.16 -4.48
H -4.89 -0.97 -4.82
H -4.41 -4.42 -5.12
C 4.80 -2.07 -0.55
C 4.18 -2.24 -1.95
C 5.10 -2.83 -3.06
O 2.91 -2.89 -1.82
H 4.05 -1.49 0.03
H 5.72 -1.55 -0.56
H 4.90 -3.17 -0.18
H 3.95 -1.25 -2.36
H 5.34 -3.87 -2.88
H 6.03 -2.20 -3.13
H 4.63 -2.69 -4.02
H 2.53 -3.10 -2.68
C 1.92 7.43 -4.32
C 2.10 5.96 -3.96
C 2.64 5.11 -5.14
O 3.08 5.96 -2.88
H 1.39 7.95 -3.50
H 1.26 7.49 -5.23
H 2.79 8.03 -4.40
H 1.16 5.51 -3.64
H 3.67 5.34 -5.42
H 1.87 5.26 -5.93
H 2.59 4.10 -4.82
H 3.59 5.20 -2.96
C -5.47 -5.71 1.33
C -6.31 -6.37 2.46
C -5.79 -7.72 2.84
O -6.38 -5.55 3.65
H -4.55 -5.31 1.77
H -5.96 -4.83 0.95
H -5.27 -6.47 0.59
H -7.39 -6.47 2.23
H -4.76 -7.66 3.23
H -5.82 -8.49 2.08
H -6.36 -8.01 3.65
H -5.53 -5.68 4.09
C -6.03 -0.87 1.05
C -6.57 0.45 1.63
C -5.47 1.50 1.85
C -4.93 2.14 0.61
C -6.01 2.63 -0.27
C -7.19 1.67 -0.55
N -7.62 1.12 0.78
O -8.65 0.26 0.55
C -8.35 2.45 -1.04
C -6.75 0.61 -1.64
C -7.17 0.22 2.94
H -6.86 -1.45 0.69
H -5.38 -1.44 1.73
H -5.48 -0.59 0.14
H -5.94 2.20 2.55
H -4.69 0.93 2.44
H -4.33 1.40 0.04
H -4.19 2.94 0.80
H -5.64 2.89 -1.25
H -6.53 3.57 0.13
H -9.25 1.88 -1.02
H -8.53 3.35 -0.47
H -8.16 2.85 -2.06
H -6.94 1.00 -2.62
H -5.73 0.31 -1.60
H -7.34 -0.25 -1.37
H -8.11 -0.32 2.88
H -7.38 1.12 3.59
H -6.50 -0.41 3.56
H -8.45 -0.63 0.17
C -2.16 3.93 5.92
C -2.70 4.45 4.64
C -4.25 4.54 4.92
C -4.98 5.27 3.81
C -4.30 6.61 3.50
C -2.81 6.67 3.35
N -2.21 5.81 4.45
O -0.83 5.72 4.26
C -2.44 6.18 1.88
C -2.26 8.09 3.50
C -2.30 3.49 3.51
H -1.04 3.81 5.85
H -2.61 2.94 6.07
H -2.38 4.60 6.80
H -4.58 3.52 5.08
H -4.33 5.09 5.84
H -5.96 5.42 4.18
H -5.06 4.65 2.88
H -4.60 7.34 4.21
H -4.65 6.91 2.53
H -1.37 6.04 1.71
H -3.05 5.32 1.58
H -2.76 6.98 1.21
H -1.21 8.01 3.90
H -2.19 8.60 2.55
H -2.93 8.61 4.16
H -1.85 2.62 3.93
H -1.55 3.82 2.82
H -3.18 3.08 2.94
H -0.41 6.44 4.77
C 1.23 -5.89 2.29
C 2.63 -5.70 1.71
C 3.58 -6.78 2.34
C 3.33 -8.23 1.78
C 3.55 -8.14 0.27
C 2.59 -7.10 -0.44
N 2.72 -5.78 0.23
O 1.88 -4.84 -0.43
C 3.02 -6.87 -1.90
C 1.13 -7.67 -0.47
C 3.20 -4.34 2.15
H 0.49 -5.19 1.79
H 1.19 -5.66 3.34
H 0.85 -6.90 2.09
H 4.57 -6.41 2.07
H 3.48 -6.65 3.43
H 2.33 -8.64 2.02
H 4.04 -8.86 2.28
H 3.48 -9.14 -0.22
H 4.58 -7.81 0.16
H 4.06 -6.39 -1.93
H 3.06 -7.83 -2.32
H 2.31 -6.25 -2.49
H 0.92 -8.30 -1.39
H 0.94 -8.32 0.38
H 0.36 -6.88 -0.55
H 3.11 -4.23 3.24
H 2.60 -3.54 1.69
H 4.24 -4.28 1.82
H 2.48 -4.21 -0.87
C 1.91 2.62 -7.82
C 1.69 1.55 -8.81
C 2.83 0.58 -8.92
C 2.88 -0.43 -7.75
C 1.46 -1.12 -7.60
C 0.26 -0.08 -7.61
N 0.44 0.78 -8.76
O -0.61 1.67 -8.65
C -1.04 -0.78 -7.71
C 0.15 0.72 -6.25
C 1.59 2.28 -10.27
H 2.57 2.31 -7.00
H 1.06 3.10 -7.31
H 2.46 3.43 -8.30
H 2.63 0.01 -9.84
H 3.79 1.08 -9.01
H 3.12 0.10 -6.86
H 3.62 -1.25 -7.91
H 1.44 -1.67 -6.66
H 1.21 -1.82 -8.44
H -1.15 -1.21 -8.70
H -1.02 -1.62 -7.03
H -1.79 -0.07 -7.54
H 0.03 -0.03 -5.46
H 1.05 1.29 -6.04
H -0.76 1.38 -6.25
H 1.24 1.54 -10.99
H 2.60 2.63 -10.56
H 0.91 3.17 -10.22
H -0.96 1.88 -9.52
C 2.47 -1.10 3.42
C 2.82 -0.21 4.64
C 1.87 0.99 4.68
C 2.07 1.77 5.98
C 2.00 0.91 7.26
C 2.86 -0.37 7.18
N 2.60 -0.98 5.84
O 3.13 -2.25 5.79
C 4.38 0.00 7.43
C 2.46 -1.35 8.26
C 4.29 0.28 4.35
H 2.39 -0.35 2.67
H 1.57 -1.70 3.58
H 3.21 -1.78 3.23
H 1.99 1.70 3.85
H 0.81 0.63 4.55
H 1.48 2.66 6.05
H 3.06 2.16 5.98
H 1.03 0.57 7.48
H 2.39 1.46 8.16
H 4.98 -0.86 7.71
H 4.84 0.66 6.73
H 4.35 0.62 8.33
H 2.76 -0.92 9.20
H 1.44 -1.65 8.29
H 3.10 -2.16 8.02
H 4.40 0.64 3.35
H 5.07 -0.49 4.56
H 4.55 1.10 4.99
H 4.10 -2.19 5.67
C -4.19 -1.35 4.96
C -3.04 -2.38 5.11
C -1.76 -1.71 5.61
C -1.78 -1.22 7.01
C -2.17 -2.43 7.89
C -3.41 -3.28 7.43
N -3.34 -3.53 5.97
O -4.46 -4.23 5.50
C -3.25 -4.69 8.04
C -4.74 -2.71 7.91
C -2.81 -2.96 3.76
H -4.14 -0.80 3.97
H -4.18 -0.64 5.74
H -5.14 -1.87 4.90
H -0.91 -2.39 5.47
H -1.55 -0.92 4.95
H -2.51 -0.41 7.19
H -0.83 -0.79 7.28
H -2.36 -1.99 8.87
H -1.32 -3.09 7.95
H -2.51 -5.18 7.46
H -2.90 -4.76 9.06
H -4.07 -5.36 7.95
H -4.84 -1.67 7.64
H -5.65 -3.18 7.60
H -4.67 -2.81 8.99
H -2.73 -2.17 3.08
H -3.67 -3.53 3.41
H -1.91 -3.64 3.82
H -5.25 -3.63 5.64
C -0.62 0.73 1.41
C -0.27 0.31 -0.04
C -1.60 0.31 -0.86
C -1.31 0.19 -2.30
C -0.54 1.46 -2.64
C 0.86 1.50 -2.02
N 0.59 1.35 -0.58
O 1.79 1.35 0.21
C 1.82 0.45 -2.61
C 1.42 2.87 -2.29
C 0.31 -1.11 0.11
H -1.09 1.73 1.34
H 0.21 0.93 2.04
H -1.24 0.06 1.97
H -2.19 -0.49 -0.39
H -2.14 1.22 -0.69
H -2.20 0.02 -2.96
H -0.65 -0.65 -2.55
H -1.03 2.33 -2.21
H -0.41 1.63 -3.69
H 2.80 0.58 -2.23
H 1.50 -0.61 -2.51
H 1.85 0.63 -3.75
H 0.74 3.71 -2.37
H 2.23 3.16 -1.63
H 1.78 2.78 -3.34
H -0.46 -1.76 0.53
H 1.07 -1.12 0.89
H 0.80 -1.58 -0.75
H 2.33 0.57 -0.05
C 7.13 3.64 -0.98
C 6.83 4.32 -2.40
C 8.09 4.30 -3.28
C 8.55 2.93 -3.73
C 7.42 2.26 -4.44
C 6.10 2.19 -3.62
N 5.79 3.56 -3.22
O 4.49 3.62 -2.64
C 5.05 1.77 -4.67
C 6.19 1.10 -2.52
C 6.42 5.79 -2.38
H 7.71 2.74 -1.12
H 6.20 3.47 -0.41
H 7.71 4.43 -0.37
H 7.90 4.96 -4.15
H 8.93 4.83 -2.73
H 8.91 2.28 -2.88
H 9.44 3.07 -4.37
H 7.71 1.24 -4.75
H 7.12 2.84 -5.38
H 4.12 1.42 -4.28
H 4.93 2.61 -5.30
H 5.56 1.02 -5.29
H 7.10 1.08 -2.02
H 5.41 1.21 -1.75
H 6.00 0.10 -2.94
H 6.50 6.17 -3.41
H 7.09 6.30 -1.66
H 5.40 5.95 -2.03
H 4.56 3.35 -1.72
*
```

Calculated values
E_LUMO, eV: 0.32
HOMO-LUMO gap, Eh: 0.31082
DFT total energy, eV: -137147.1915
Relative energy (zero: lowest compared OMol25 entry of this formula, charge and spin), kJ/mol: 275.9
Largest force on an atom, eV/A: 3.4

These are the Mulliken partial charges, in e, on atoms 1 to 6: atom 1 (C): -1.011, atom 2 (C): 1.595, atom 3 (C): -1.637, atom 4 (O): -0.495, atom 5 (H): 0.581, atom 6 (H): -0.383